--- w ---
{
  "formula": "H2IO",
  "method": "the ωB97M-V functional and the def2-TZVPD basis",
  "symbols": ["H", "O", "I", "H"],
  "positions_angstrom": [[-0.75600, -0.98250, -1.11325], [-0.51100, -0.11650, -0.90425], [1.33500, 1.20150, 2.08075], [-0.06800, -0.10250, -0.06325]],
  "mulliken_charge": [0.268, -0.607, -0.910, 0.249],
  "e_homo_ev": -3.4361,
  "charge": -1,
  "orbital_gap_ha": 0.26732
}


--- x ---
{
  "formula": "H2IO",
  "method": "the ωB97M-V functional and the def2-TZVPD basis",
  "symbols": ["H", "I", "H", "O"],
  "positions_angstrom": [[-0.13490, 2.07364, -0.40064], [0.94181, -4.03889, 0.32570], [-0.76766, 0.86228, 0.34559], [-0.03926, 1.10296, -0.27064]],
  "mulliken_charge": [0.308, -1.000, 0.322, -0.631],
  "e_homo_ev": -3.0525,
  "charge": -1,
  "orbital_gap_ha": 0.22799
}


Stability, lowest: x


--- w ---
{
  "formula": "C4H9NO3S",
  "method": "the ωB97M-V functional and the def2-TZVPD basis",
  "symbols": ["N", "H", "H", "C", "H", "H", "S", "O", "O", "H", "C", "H", "O", "H", "H", "C", "H", "C"],
  "positions_angstrom": [[-0.42600, -0.91219, -0.79489], [1.84859, -1.53648, 1.31330], [0.57200, 1.36550, -1.75757], [0.77349, 1.24950, -0.56733], [-0.44464, 0.06003, 1.02182], [-0.27931, -2.97449, -0.72525], [0.76623, 2.77650, 0.41777], [1.94605, -1.68115, 2.25304], [-0.33762, -2.14495, 1.13147], [1.05548, -1.90474, 2.56515], [-1.79585, 1.12528, -0.51464], [-2.66527, 1.33617, 0.16923], [-1.76254, 1.28015, -1.69365], [0.08576, 3.56583, -0.40856], [1.71947, 0.69770, -0.45222], [-0.33683, -2.02755, -0.05203], [-0.30898, -0.68851, -1.83084], [-0.41005, 0.41340, -0.07481]],
  "mulliken_charge": [-0.115, 0.305, 0.309, -0.564, 0.452, 0.301, -0.222, -0.640, -0.558, 0.369, -0.146, 0.332, -0.437, 0.140, 0.343, -0.064, 0.292, -0.097],
  "smiles": "O=CN[C@H](C=O)CS.O",
  "e_homo_ev": -9.6434,
  "charge": 0,
  "orbital_gap_ha": 0.37141
}


--- x ---
{
  "formula": "C4H9NO3S",
  "method": "the ωB97M-V functional and the def2-TZVPD basis",
  "symbols": ["H", "C", "S", "H", "O", "N", "H", "H", "H", "H", "C", "H", "O", "C", "O", "H", "C", "H"],
  "positions_angstrom": [[-0.28341, -0.65814, -2.26840], [-0.66713, 0.53695, -0.51388], [2.18611, -0.00024, -0.12858], [-2.53148, 1.50434, -0.08788], [-1.53971, -0.23148, 0.15462], [0.82222, 0.72350, 0.54745], [-1.29500, 0.70213, -2.53229], [4.12619, 1.26873, 0.99984], [-1.20931, 1.70057, 1.24804], [0.40342, 0.75067, -2.46079], [3.49491, 0.39373, 1.06823], [0.53704, 0.22637, 1.34432], [2.50230, 0.64561, -1.36041], [-0.42958, 0.36058, -1.96265], [1.91206, -1.40638, -0.19811], [3.25761, 0.40115, 2.13193], [-1.63518, 1.22932, 0.34697], [4.36412, -0.31481, 0.92520]],
  "mulliken_charge": [0.392, 1.224, 1.161, 0.327, -0.428, -0.602, 0.347, 0.385, 0.245, 0.427, -1.043, 0.324, -0.626, -1.524, -0.624, 0.322, -0.642, 0.336],
  "e_homo_ev": -9.8907,
  "charge": 0,
  "orbital_gap_ha": 0.38750
}


Stability, lowest: x


--- w ---
{
  "formula": "C4H11N3",
  "method": "the ωB97M-V functional and the def2-TZVPD basis",
  "symbols": ["C", "H", "H", "H", "C", "H", "H", "H", "C", "H", "H", "H", "N", "C", "N", "H", "N", "H"],
  "positions_angstrom": [[-0.24579, -0.06752, 0.46398], [-1.42478, 1.49846, -0.48318], [2.48435, 1.66072, -0.45215], [1.34112, -1.07821, -1.24039], [1.52914, 1.00593, -0.55043], [1.75833, 0.18811, 1.52722], [2.93788, -0.43019, -1.12351], [0.82856, 1.45440, -1.13475], [1.01797, 0.69977, 0.83646], [-2.45417, -1.01654, -0.14143], [-0.88632, -2.20831, 0.24306], [0.55995, 1.52514, 1.33048], [-2.68649, -0.07179, 0.07615], [-1.33907, 0.46594, -0.13110], [1.91434, -0.22415, -1.25015], [-3.24799, 0.21334, -0.75158], [-0.30933, -1.50921, 0.72238], [-0.10010, -1.79555, 1.67414]],
  "mulliken_charge": [0.444, 0.375, 0.331, 0.199, -0.583, 0.341, 0.259, 0.398, -0.310, 0.251, 0.255, 0.278, -0.458, -0.434, -0.499, 0.344, -0.432, 0.241],
  "multiplicity": 2,
  "e_homo_ev": [-13.0531, -12.9675],
  "charge": 1,
  "s_squared": 0.757,
  "orbital_gap_ha": [0.34163, 0.21334]
}


--- x ---
{
  "formula": "C4H11N3",
  "method": "the ωB97M-V functional and the def2-TZVPD basis",
  "symbols": ["H", "H", "C", "N", "H", "H", "H", "N", "H", "C", "H", "N", "C", "H", "H", "H", "H", "C"],
  "positions_angstrom": [[-2.16508, -1.94048, -0.53065], [0.53069, -2.48100, -0.59952], [1.16514, -0.48923, 0.08888], [0.42787, 2.90324, -0.55105], [-1.78979, -0.27537, 0.00947], [1.30377, 3.36398, -0.84062], [0.26902, -1.28842, -1.73707], [0.43684, 0.77500, 0.42503], [-0.72092, -1.00805, 1.91459], [-1.26384, -1.42478, -0.03423], [2.09805, -0.45510, -0.46514], [-1.26452, -1.69113, 1.41541], [0.19840, -1.46156, -0.65954], [-0.69250, -2.52563, 1.59576], [0.57563, 1.01829, -1.61576], [1.36342, -0.54117, 1.17914], [-0.32187, 3.51914, -0.37834], [0.29169, 1.49290, -0.65471]],
  "mulliken_charge": [0.342, 0.368, -0.560, -0.157, 0.194, 0.310, 0.371, -0.281, 0.274, -0.488, 0.393, -0.588, -0.457, 0.266, 0.324, 0.324, 0.284, 0.080],
  "multiplicity": 2,
  "e_homo_ev": [-13.0260, -13.0225],
  "charge": 1,
  "s_squared": 0.777,
  "orbital_gap_ha": [0.28081, 0.15379]
}


Stability, lowest: x